# 1
Computed, not measured: a single C3H3N3S molecule, with wB97M-V/def2-TZVPD.

```
10
Properties=species:S:1:pos:R:3:forces:R:3
H -2.25643 1.18754 -0.87764 0.1 1.4 0.1
C -0.31051 1.60163 0.35601 -2.5 -0.2 -0.4
N -0.91194 -1.42451 0.41645 1.7 0.5 -0.6
H 0.87754 -2.23083 0.85151 1.4 -2.3 1.5
C 0.39044 -1.49447 0.35763 -4.0 4.1 -1.8
N -1.64522 -0.48583 -0.36170 1.3 -1.1 1.4
N 0.90360 1.31361 0.43467 0.9 -1.7 -0.8
S 1.36242 -0.16873 -0.42127 0.4 -0.4 0.5
H -0.51886 2.61686 0.67762 -0.5 0.0 0.3
C -1.46761 0.77669 -0.26984 1.2 -0.4 -0.1
```
Positions in Å, forces in eV/Å.

Results
Relative energy (zero: lowest compared OMol25 entry of this formula, charge and spin) in kJ/mol: 346.3
Lowest unoccupied orbital energy in eV: -0.4720
Charge: 0
Calculated total energy in eV: -18461.4937
SMILES: C1=NN=CSN=C1
Frontier orbital gap in eV: 8.82
HOMO in eV: -9.30

Löwdin population analysis, charges in e, atoms 1 to 5: 0.09 -0.24 -0.02 0.02 -0.40

***

# 2
Computed, not measured: a molecular structure, C20H50BrFNbO9P2S, with wB97M-V/def2-TZVPD.

```
85
Properties=species:S:1:pos:R:3:forces:R:3
C 3.14997 -4.21095 -0.74284 -0.2 -0.1 0.1
C 4.65633 -4.40935 -0.74379 -0.6 0.2 0.3
H -4.22596 1.71693 1.09182 1.4 -1.5 1.2
H -5.81227 6.30445 2.77714 1.9 -0.6 -0.3
H -3.42237 1.07633 3.90675 1.6 1.0 -1.4
P 5.66421 -5.00240 -3.12979 -7.2 -5.8 2.9
Br -6.34989 2.60649 3.36670 0.6 0.6 0.1
H -2.39351 1.69534 -6.33839 0.1 0.0 0.0
H 4.57259 -4.79094 -5.75085 0.0 0.0 0.0
H 0.52672 1.67242 1.31990 -0.2 -0.1 -0.1
O 5.00751 -5.43973 -1.66271 1.4 0.5 -0.1
C 0.62927 1.24594 0.31830 0.2 0.0 0.1
P -0.47189 0.50977 -2.57837 5.2 6.2 -5.2
H -7.70001 2.72516 9.28710 1.8 1.8 0.6
H 1.95026 -0.38671 -4.17454 -0.2 0.1 0.2
O 4.65620 -3.84187 -3.31505 4.4 1.5 -1.0
O -0.08091 0.54756 -4.19718 -0.4 -1.3 0.3
C 6.27742 -6.08505 -6.06186 0.1 -0.1 0.0
H 1.66531 0.92092 0.18278 -0.1 0.1 0.0
H -1.77244 3.61221 3.39338 -1.9 -1.0 -0.7
H -5.00764 4.44860 8.41353 -2.2 -1.2 -0.7
S -5.69547 2.38201 7.03312 0.8 1.2 0.6
H -3.44878 1.88205 5.93191 -1.3 1.6 0.5
H 0.00249 0.35075 0.25766 -0.1 0.0 0.1
H -0.81494 2.55148 -0.62387 0.0 0.0 0.0
Nb -4.46558 4.19073 4.34997 -1.2 -2.2 -1.5
H -6.73910 4.60515 7.55462 1.6 -1.2 1.1
H 5.18223 -3.48025 -0.97923 -0.2 -0.1 0.0
C 4.88966 -5.81047 -5.51441 -0.1 -0.2 -0.4
C -6.80904 3.47485 9.54503 0.1 -0.6 -0.2
O 0.45915 1.76782 -2.04881 -0.4 -0.2 0.6
H -4.79381 5.16739 1.66845 0.0 1.1 2.0
C -1.46730 1.74943 -5.75920 0.0 0.2 -0.2
O 4.82380 -6.02806 -4.11551 0.4 0.4 -0.8
H 6.61448 -7.09092 -5.79355 -0.1 0.2 0.0
H 2.61660 1.74372 -3.07202 0.0 -0.1 0.1
H -4.09797 -0.02683 1.92431 1.1 2.2 -0.7
C 0.23245 2.25886 -0.73883 0.1 0.3 0.6
H 6.06328 -8.58769 -4.10993 0.0 0.0 0.1
H -4.09364 8.08989 4.27409 0.0 -0.4 -2.3
H 5.69832 -9.50208 -2.63299 0.2 0.1 0.1
H 4.98797 -4.71774 0.25361 0.0 -0.1 -0.2
H -0.77927 -0.28127 -5.93478 0.1 0.0 0.1
O 0.92683 -0.48113 -2.34469 -3.1 -1.5 1.8
C -2.84078 3.23545 3.07150 1.4 -0.8 -1.3
H 3.12339 0.87003 -1.62003 0.0 -0.1 -0.1
O 6.79051 -6.29913 -2.92279 1.8 3.3 -1.2
H 2.69036 -1.29344 -2.88584 -0.3 -0.1 0.2
H 4.01671 0.68173 -3.14226 -0.1 -0.2 0.0
C -1.12888 0.39902 -5.15064 -0.2 0.4 -0.3
C -4.77049 5.77808 2.69182 -0.3 0.0 -0.7
H 0.84220 3.16054 -0.62278 -0.1 -0.1 -0.2
H -1.57938 2.52707 -5.00094 -0.1 -0.3 0.1
H -3.45221 3.47295 6.94241 -1.1 -1.5 -1.4
H -2.00738 -0.06653 -4.69597 0.0 0.2 0.0
C -3.99231 8.05568 3.09608 1.2 0.5 0.0
H -6.11712 2.87999 10.30568 -1.3 1.4 -1.7
H -3.02896 3.60286 1.95185 0.5 -0.7 2.3
H 6.05561 -7.37702 -1.27879 -0.1 0.2 -0.3
C 2.13384 -0.37327 -3.09681 0.8 -0.3 -0.6
H 2.74158 -4.14853 -1.75356 0.2 0.1 0.0
H -7.22079 4.45221 10.07679 0.8 -2.1 -1.2
H 7.47326 -7.99653 -2.07698 0.1 0.3 -0.2
F -1.40976 1.16791 3.03611 -2.3 0.2 0.2
C 5.67962 -8.50821 -3.08906 -0.6 0.2 -0.2
C -2.85779 1.59706 3.02351 0.0 0.5 -1.2
H -5.66060 5.10560 5.36630 0.3 0.7 0.4
H -3.08587 8.77289 2.82876 -1.8 -1.6 0.5
C -6.02417 3.89197 8.14701 -0.3 0.7 0.8
H 6.28803 -5.99375 -7.15142 0.0 0.1 0.1
H 2.87672 -3.29997 -0.20274 0.0 -0.1 0.0
C -4.07393 2.84706 6.14905 1.6 0.7 1.9
C 6.49926 -7.53125 -2.26609 0.1 -0.8 0.7
C -3.50576 0.96733 1.63131 0.2 -0.7 0.6
H 7.00748 -5.38205 -5.64869 0.0 0.0 -0.1
O -1.72370 1.39660 -2.78750 -1.1 -3.8 2.6
H 2.65684 -5.06215 -0.26204 0.1 0.1 0.0
H -0.66044 2.07813 -6.42239 -0.1 -0.1 0.0
H -4.94495 8.51836 2.59763 1.5 -1.1 0.8
H -3.16224 5.31415 5.01678 -0.7 -0.4 -0.2
H -2.63802 0.62565 0.91332 -1.6 0.9 1.4
H 4.17466 -6.49557 -5.98100 0.0 0.1 0.2
H 4.63100 -8.20198 -3.14647 0.2 0.0 0.0
C 3.02023 0.79514 -2.70605 -0.3 0.6 0.0
O -3.62703 6.71307 2.57793 -2.2 2.1 0.6
```
Positions in Å, forces in eV/Å.

Results
Lowest unoccupied orbital energy in eV: -1.2566
Charge: -1
Calculated total energy in eV: -143691.4520
Frontier orbital gap in eV: 3.02
HOMO in eV: -4.27

Löwdin population analysis, charges in e, atoms 1 to 5: -0.07 -0.30 0.06 0.05 0.09

***

# 3
Computed, not measured: 4 unconnected molecules or ions with the total composition C2H13NO4, with wB97M-V/def2-TZVPD.

```
20
Properties=species:S:1:pos:R:3:forces:R:3
O 1.25907 1.95973 1.51048 -2.5 -2.1 -1.2
H 1.36285 1.07714 1.04334 0.7 1.5 0.5
O 1.21238 -1.41277 3.09371 -0.3 2.3 -3.6
O 2.45890 0.51258 -0.71276 3.0 0.9 -0.2
H -0.42113 -1.98152 0.29687 1.2 -0.9 -0.4
H -2.49837 -0.14888 -2.96558 -0.5 0.1 0.3
H -2.65616 0.89423 -0.99892 -0.6 0.3 0.8
H -1.63691 -1.25687 0.96659 -2.3 -0.6 0.3
H 3.21990 0.18833 -0.14379 -1.5 0.2 -0.8
C -1.30593 -1.48552 -0.01687 3.5 4.3 0.7
H 0.25773 1.94687 1.35284 1.7 0.7 0.7
N -0.80180 -0.05327 -0.39257 -3.2 -0.3 0.8
H 1.83373 -0.57095 3.00890 -2.2 -2.5 0.1
C -1.63526 0.75043 -1.26133 1.8 -2.6 -2.0
O -1.64364 0.10163 -2.62412 0.4 0.2 0.6
H 0.62562 -1.42438 2.18327 2.4 0.3 3.5
H -1.03430 1.59730 -1.52123 -0.3 1.1 0.5
H 2.97201 1.22013 -1.23398 -1.5 -1.4 1.0
H 0.10559 0.05139 -0.72937 1.8 -0.6 -0.6
H -1.67430 -1.96561 -0.85548 -1.8 -1.0 -1.0
```
Positions in Å, forces in eV/Å.

Results
Relative energy (zero: lowest compared OMol25 entry of this formula, charge and spin) in kJ/mol: 277.2
Lowest unoccupied orbital energy in eV: 0.2694
Charge: 0
Calculated total energy in eV: -11962.5931
SMILES: CNCO.O.O.O
Frontier orbital gap in eV: 9.70
HOMO in eV: -9.43

Löwdin population analysis, charges in e, atoms 1 to 5: -0.13 -0.01 -0.18 -0.11 0.04